Record 1
Computed, not measured: a 3-piece molecular cluster, C3H6NO3 overall at a distorted geometry, with the ωB97M-V functional and the def2-TZVPD basis.

Values from the calculation:
- E_LUMO: -5.6 eV
- Kohn-Sham gap: 8.35 eV
- ΔE to the lowest compared entry with this formula, charge and spin: 87.38 kcal/mol

Geometry as ORCA input:
```
! RIJCOSX wB97M-V def2-TZVPD def2/J DEFGRID3
* xyz 1 1
C -3.0423 -0.2765 -0.0037
C -2.8793 -1.5944 0.1384
C -3.2936 0.9247 0.0227
N 1.1167 0.3351 0.3637
O -2.8719 -2.7101 0.2076
O -0.5634 -1.3712 -0.6354
O -3.7497 2.0755 0.1932
H 0.1861 -2.0693 -0.8256
H 0.5480 1.1682 0.1813
H 1.6941 0.3070 -0.4484
H 1.4019 0.2638 1.3207
H -0.1117 -0.6949 -0.2083
H -3.1058 2.7458 0.5457
*
```

Record 2
Computed, not measured: a 2-piece molecular cluster, C3H6NO3P overall at a distorted geometry, with the ωB97M-V functional and the def2-TZVPD basis.

Values from the calculation:
- E_LUMO: 0.0 eV
- Kohn-Sham gap: 7.86 eV
- SMILES: C/C([NH3+])=P\[O-].O=C=O
- ΔE to the lowest compared entry with this formula, charge and spin: 33.96 kcal/mol

Geometry as ORCA input:
```
! RIJCOSX wB97M-V def2-TZVPD def2/J DEFGRID3
* xyz 0 1
C 0.5837 0.9878 -0.9266
C -0.7314 0.5446 -0.2325
N -0.6321 0.6057 1.3045
P -2.1731 -0.2243 -0.6596
O -2.2553 -0.5244 -2.1123
H 0.3456 1.1130 -1.9863
H 0.8191 1.9865 -0.8357
H 1.4572 0.4384 -0.5914
H -0.3369 1.5358 1.7455
H 0.0291 -0.2409 1.6198
H -1.6069 0.5082 1.4485
O 2.2751 -2.7763 -0.2456
C 1.4723 -2.2442 0.3705
O 0.7537 -1.7099 1.1011
*
```

Record 3
Computed, not measured: an isolated ion of composition C3H6NO4S and charge +1 at a distorted geometry, with the ωB97M-V functional and the def2-TZVPD basis.

Values from the calculation:
- E_LUMO: -7.0 eV
- Kohn-Sham gap: 8.45 eV
- SMILES: CC(=[N+]=O)OS(C)(=O)=O
- ΔE to the lowest compared entry with this formula, charge and spin: 57.92 kcal/mol

Geometry as ORCA input:
```
! RIJCOSX wB97M-V def2-TZVPD def2/J DEFGRID3
* xyz 1 1
C 1.7371 -0.9506 -1.2169
C 1.3182 -0.1280 -0.0181
N 2.3817 0.4554 0.3181
O 3.4535 0.6444 0.8145
O 0.1089 0.1132 0.4852
S -1.6680 0.0323 -0.1677
C -2.2099 0.8431 1.2098
O -1.8681 -1.3616 -0.1025
O -1.6682 0.8058 -1.3924
H 1.8845 -0.3020 -2.0672
H 2.6263 -1.6012 -1.2038
H 0.9513 -1.6266 -1.5142
H -2.1890 2.0585 1.2167
H -3.2542 0.5327 1.5180
H -1.6042 0.4845 2.1204
*
```

Record 4
Computed, not measured: C3H6NO5S3 as an isolated structure at a distorted geometry, with the ωB97M-V functional and the def2-TZVPD basis.

Values from the calculation:
- E_LUMO: -5.7 eV
- Kohn-Sham gap: 7.80 eV

Geometry as ORCA input:
```
! RIJCOSX wB97M-V def2-TZVPD def2/J DEFGRID3
* xyz 1 1
O 1.3793 -3.0822 -0.4021
S 2.1247 -2.2958 -1.5438
N 2.3443 -0.8250 -0.8089
C 2.7976 -0.0074 -1.6510
S 3.6759 0.8239 -2.5638
H 0.7550 -3.7087 -0.8090
H 3.3641 -2.8773 -1.5720
C -0.8509 0.1919 0.5768
C -0.5643 1.4332 1.3973
O -1.5588 2.3686 0.9782
S -2.9150 1.5903 0.6001
O -3.7918 1.6223 1.7062
O -3.3108 1.9928 -0.6953
O -2.2705 0.1128 0.5132
H -0.4673 0.2910 -0.4440
H -0.4463 -0.7096 1.0324
H 0.4299 1.8357 1.2212
H -0.6949 1.2434 2.4647
*
```

Record 5
Computed, not measured: a 2-piece molecular cluster, C3H6NO6 overall at a distorted geometry, with the ωB97M-V functional and the def2-TZVPD basis.

Values from the calculation:
- E_LUMO (spin up / spin down): -1.4 / -1.6 eV
- Kohn-Sham gap (spin up / spin down): 9.24 / 8.57 eV

Geometry as ORCA input:
```
! RIJCOSX wB97M-V def2-TZVPD def2/J DEFGRID3
* xyz 0 2
C -0.3112 1.2610 -1.7212
C 0.3715 0.1325 -0.9717
C -0.3100 -0.1476 0.3681
O -0.0118 0.5103 1.4399
O -3.6777 -1.3060 4.3162
O -2.6818 -1.6464 3.6626
O 1.6611 0.6094 -0.7454
N 2.3863 -0.5233 -0.0964
O 3.4323 -0.1817 0.3988
O 1.8371 -1.6055 -0.2078
H -1.3284 1.0025 -2.0369
H -0.3488 2.1582 -1.0946
H 0.2748 1.5618 -2.6002
H 0.3566 -0.8002 -1.5370
H -1.3691 0.2185 0.2873
H -0.2809 -1.2436 0.5382
*
```

Record 6
Computed, not measured: one molecule with the formula C3H6NOP at a distorted geometry, with the ωB97M-V functional and the def2-TZVPD basis.

Values from the calculation:
- E_LUMO (spin up / spin down): -0.9 / -1.0 eV
- Kohn-Sham gap (spin up / spin down): 7.24 / 7.16 eV
- ΔE to the lowest compared entry with this formula, charge and spin: 58.77 kcal/mol

Geometry as ORCA input:
```
! RIJCOSX wB97M-V def2-TZVPD def2/J DEFGRID3
* xyz 0 1
C 1.1432 1.1039 -0.2090
C -1.2033 -0.2718 0.4414
C -0.2276 -0.9976 -0.4711
N 1.0358 2.0059 0.5582
O 2.4999 -1.1663 -0.7366
P 1.4253 -0.6023 0.0646
H -1.2446 -0.7859 1.4610
H -0.9499 0.7922 0.3451
H -2.2559 -0.2988 0.1321
H -0.4383 -0.8001 -1.5319
H -0.5823 -2.0388 -0.5043
H 0.7976 3.0597 0.4506
*
```

Record 7
Computed, not measured: one molecule with the formula C3H6NOP at a distorted geometry, with the ωB97M-V functional and the def2-TZVPD basis.

Values from the calculation:
- E_LUMO (spin up / spin down): 0.7 / -2.8 eV
- Kohn-Sham gap (spin up / spin down): 5.62 / 8.51 eV
- ΔE to the lowest compared entry with this formula, charge and spin: 67.47 kcal/mol

Geometry as ORCA input:
```
! RIJCOSX wB97M-V def2-TZVPD def2/J DEFGRID3
* xyz 0 3
C -2.2758 -1.0413 1.0289
C -0.4569 -0.7818 -0.8017
C 0.0496 0.6036 -0.9033
N -1.4253 -0.9196 0.2029
O 0.5673 1.2381 0.2184
P 1.5777 0.3800 1.2064
H -0.8963 -1.0471 -1.7050
H 0.4427 -1.2708 -0.4848
H 0.8378 0.6092 -1.6351
H -0.7771 1.2399 -1.2923
H 0.6946 -0.3149 1.9083
H 1.6615 1.3046 2.2573
*
```

Record 8
Computed, not measured: C3H6NP3 as an isolated structure at a distorted geometry, with the ωB97M-V functional and the def2-TZVPD basis.

Values from the calculation:
- E_LUMO (spin up / spin down): -1.2 / -1.2 eV
- Kohn-Sham gap (spin up / spin down): 5.93 / 5.93 eV
- ΔE to the lowest compared entry with this formula, charge and spin: 93.03 kcal/mol

Geometry as ORCA input:
```
! RIJCOSX wB97M-V def2-TZVPD def2/J DEFGRID3
* xyz 0 1
C -0.7964 -1.2074 0.5148
C -0.3726 0.5420 -1.0740
C 1.3538 -0.1595 0.3060
N 0.0961 -0.2985 -0.0325
P -0.5673 -1.7171 2.1161
P -2.0129 0.6490 -1.5625
P 2.4390 1.7073 -0.4676
H -1.7328 -1.3223 0.0492
H 0.4776 1.1328 -1.4850
H 1.7781 -0.8635 0.9241
H -1.6968 -2.3560 2.0099
H -1.6703 1.6552 -2.5058
H 3.4978 1.4437 0.3027
*
```

Record 9
Computed, not measured: a 2-piece molecular cluster, C3H6NPS overall at a distorted geometry, with the ωB97M-V functional and the def2-TZVPD basis.

Values from the calculation:
- E_LUMO: 0.7 eV
- Kohn-Sham gap: 10.19 eV
- SMILES: c1cscn1.P
- ΔE to the lowest compared entry with this formula, charge and spin: 34.76 kcal/mol

Geometry as ORCA input:
```
! RIJCOSX wB97M-V def2-TZVPD def2/J DEFGRID3
* xyz 0 1
C -1.3935 1.1633 -0.5843
C -1.2648 -0.1039 -0.9961
S -1.4718 -1.2927 0.2301
C -1.7071 0.0556 1.2797
N -1.6155 1.2115 0.7564
H -1.0768 2.0479 -1.1394
H -1.0315 -0.1957 -2.0501
H -2.1934 0.0348 2.2680
P 2.7149 -0.2789 0.2054
H 3.8621 -0.7076 0.7022
H 3.1846 -0.5984 -1.1802
H 1.9927 -1.3358 0.5084
*
```

Record 10
Computed, not measured: an isolated ion of composition C3H6NS3 and charge +1 at a distorted geometry, with the ωB97M-V functional and the def2-TZVPD basis.

Values from the calculation:
- E_LUMO: -3.7 eV
- Kohn-Sham gap: 9.88 eV
- SMILES: SC1(S)[NH2+]C=CS1
- ΔE to the lowest compared entry with this formula, charge and spin: 14.16 kcal/mol

Geometry as ORCA input:
```
! RIJCOSX wB97M-V def2-TZVPD def2/J DEFGRID3
* xyz 1 1
S -1.9570 -1.4916 -0.2941
C -0.9062 0.0206 -0.3226
S -2.1853 1.3575 0.2224
N 0.1339 -0.1313 0.9521
C 1.4971 0.1109 0.4895
C 1.5554 0.2243 -0.7934
S 0.1355 0.2265 -1.8014
H -0.9983 -2.4734 -0.5564
H -1.7120 2.3294 -0.7118
H -0.0191 -1.1959 1.3542
H -0.2054 0.5351 1.7125
H 2.3007 0.1324 1.1766
H 2.3608 0.3555 -1.4275
*
```

Record 11
Computed, not measured: C3H6O as an isolated structure, with the ωB97M-V functional and the def2-TZVPD basis.

Values from the calculation:
- E_LUMO: 0.7 eV
- Kohn-Sham gap: 9.03 eV
- ΔE to the lowest compared entry with this formula, charge and spin: 116.63 kcal/mol

Geometry as ORCA input:
```
! RIJCOSX wB97M-V def2-TZVPD def2/J DEFGRID3
* xyz 0 1
C 0.3753 -0.7428 -0.2749
C -0.6401 -0.0911 0.6778
O -1.0383 0.9976 -0.1290
C 0.1804 1.2233 -0.7834
H -0.0747 -1.4913 -0.9359
H 1.3214 -1.0886 0.1427
H -1.5016 -0.7123 0.9488
H -0.1398 0.2650 1.5925
H 0.5512 0.0943 -1.2411
H 0.9431 1.4779 -0.0129
*
```

Record 12
Computed, not measured: a 2-piece molecular cluster, C3H6O overall at a distorted geometry, with the ωB97M-V functional and the def2-TZVPD basis.

Values from the calculation:
- E_LUMO (spin up / spin down): 0.6 / 0.5 eV
- Kohn-Sham gap (spin up / spin down): 7.98 / 8.90 eV
- ΔE to the lowest compared entry with this formula, charge and spin: 98.03 kcal/mol

Geometry as ORCA input:
```
! RIJCOSX wB97M-V def2-TZVPD def2/J DEFGRID3
* xyz 0 1
C -1.2934 0.6374 -0.0199
C -1.3835 -0.8474 -0.2544
C 1.5128 1.0915 0.1113
O -2.0058 1.5550 0.1458
H -0.5455 -1.3564 -0.7929
H -1.6037 -1.4344 0.7177
H -2.2941 -1.1105 -0.7875
H 1.9123 0.2500 0.7849
H 1.6704 2.0122 0.4902
H 1.3526 1.0918 -0.9024
*
```